1.
DFT (the ωB97M-V functional and the def2-TZVPD basis) results for a cluster of 2 separate species, C50H54F6N3O2 in total at a distorted geometry.

Structure (XYZ):
```
115
Properties=species:S:1:pos:R:3:forces:R:3
F 4.06758 -2.40668 1.37360 -0.011 -0.069 -0.999
F 5.17384 -2.55079 -0.52735 -1.054 0.103 0.550
F 3.34183 -3.73319 -0.22464 0.605 1.169 0.274
F 2.62575 3.05883 -2.19977 0.866 -0.726 0.533
F 4.10922 2.80403 -0.59205 -0.307 -0.313 -0.660
F 4.50422 1.98158 -2.59532 -0.891 0.216 0.952
O 2.00993 8.50548 4.54462 0.154 -1.385 -0.170
O 4.33770 -1.26894 5.89971 -0.019 1.477 -0.625
N -0.99548 -1.80766 -2.09163 -2.724 1.484 0.515
N -2.35436 -1.77862 -2.14658 2.135 -0.078 0.168
N -2.70667 -0.66365 -1.45951 1.160 -0.742 -0.104
C 3.51682 2.17378 -1.66659 0.257 0.726 -0.505
C 3.69557 -0.16173 -0.82835 -0.307 -0.242 -0.080
C 4.29895 -0.06850 5.26692 -0.175 -0.614 0.329
C -5.08024 -1.32330 -4.66912 -0.071 -0.163 0.080
C 1.34349 -3.50882 -4.45209 -0.095 -0.025 0.012
C 1.43024 8.78640 5.83632 0.084 -0.050 -0.225
C -6.80264 0.15559 -0.90794 -0.002 0.061 -0.134
C -4.62905 -0.35423 0.04402 0.011 -0.380 0.143
C -3.79887 -0.76870 1.26411 0.209 0.289 -0.276
C 3.08829 -1.38283 -0.53736 0.328 -0.007 0.063
C -0.50880 -0.72142 -1.38592 0.742 -1.915 -1.126
C 1.72947 -1.58638 -0.69992 -0.629 0.602 -0.300
C 3.36088 5.79122 2.56840 -0.363 -0.233 -0.169
C -1.60843 1.25847 -0.31008 -0.147 -1.250 -0.879
C -6.26145 0.09802 -2.19163 -0.141 -0.017 0.275
C 0.27299 -5.15875 -3.06190 0.149 0.060 -0.266
C -4.12564 0.03891 2.52152 0.020 0.087 -0.025
C 3.91858 -2.51154 0.00716 0.404 -1.053 0.116
C 4.18854 1.18867 5.91678 0.023 -0.001 -0.043
C 4.12226 -1.34913 7.32429 0.111 0.049 -0.173
C 4.38046 -0.11629 3.84975 0.020 -0.233 0.204
C -4.45548 1.11057 -4.51045 -0.015 0.213 0.058
C -4.91181 -0.18510 -2.39066 0.067 0.126 -0.290
C -3.91628 -2.26943 1.54256 -0.106 -0.144 -0.150
C 4.05797 2.33445 5.15200 -0.421 -0.293 0.086
C 2.40791 4.83389 4.59728 0.236 0.142 -0.057
C -5.99109 -0.08356 0.19939 0.055 0.078 -0.180
C -2.55364 -5.50240 -1.85928 -0.077 0.046 -0.172
C -0.71151 -5.28136 -0.16111 0.145 -0.021 0.061
C -0.60959 -0.60181 -5.12789 -0.259 -0.085 -0.062
C -4.38525 -0.25324 -3.82858 0.325 -0.023 0.397
C 0.58784 -2.48641 -3.87293 -0.118 0.220 -0.095
C 3.11452 4.63958 3.37554 -0.426 0.340 0.071
C 2.87300 0.87694 -1.25866 0.056 0.262 0.232
C 1.85840 -0.84177 -5.37694 0.061 0.021 0.036
C 2.03766 6.09528 5.02906 0.051 0.290 -0.034
C 4.15842 1.01081 3.10607 -0.077 -0.043 0.106
C 0.89596 -0.52448 -1.13111 1.223 0.190 0.405
C 2.94745 7.03915 2.95759 -0.046 0.219 0.324
C -0.27280 -2.82645 -2.80054 0.125 -0.766 -0.539
C 3.53020 3.36287 2.91570 0.666 0.008 0.917
C -1.58689 0.06246 -1.01656 -1.455 2.237 1.249
C 1.18654 -4.83764 -4.06169 -0.078 -0.043 0.256
C 3.89379 2.26799 3.73153 0.102 0.009 -0.136
C 2.30656 7.22215 4.21026 0.038 0.385 0.362
C 0.67220 -1.06100 -4.43425 0.382 0.110 0.517
C 1.49240 0.75010 -1.31595 -0.300 -0.807 -0.106
C -1.44342 -4.60070 -1.31841 0.106 0.475 -0.045
C -4.09344 -0.37092 -1.26140 -0.657 -0.141 -0.065
C -0.47320 -4.16358 -2.42386 -0.038 -0.268 0.387
H -0.65408 1.72570 -0.12710 -0.265 0.201 0.289
H 1.70198 -1.36433 -6.32970 0.112 0.088 0.170
H -1.91968 -3.68996 -0.94455 0.036 -0.234 0.106
H -4.94807 -2.53800 1.80720 0.195 0.028 -0.061
H -6.14464 -1.09593 -4.80654 0.168 -0.075 0.017
H 4.19503 -2.41794 7.53005 -0.032 0.261 0.124
H 2.80042 -1.18024 -4.93003 -0.127 0.050 -0.122
H -5.49961 1.42053 -4.65203 0.220 -0.004 0.009
H -2.75823 -0.54942 1.01860 -0.007 -0.052 0.095
H 0.10412 -4.65218 0.21840 -0.113 -0.160 -0.036
H 4.58424 -1.07775 3.38664 -0.131 0.172 0.037
H 2.13078 8.52887 6.64180 -0.145 0.054 -0.223
H 0.85865 1.59948 -1.55803 0.204 -0.192 -0.212
H -3.39062 -0.18383 3.30556 -0.177 0.003 -0.139
H -3.26225 -2.55727 2.37536 -0.121 0.073 -0.131
H 0.48075 8.25235 5.97034 0.208 0.152 -0.079
H 3.65852 3.23747 1.84222 0.020 -0.001 0.047
H 0.83385 -0.40444 -3.56772 -0.062 -0.045 -0.270
H 0.13534 -6.19971 -2.75427 0.058 0.382 -0.165
H -3.33759 -0.54799 -3.74960 -0.168 0.150 -0.189
H 1.77756 -5.62295 -4.54090 -0.204 0.287 0.179
H -6.42079 -0.07311 1.20390 0.123 0.003 -0.373
H -0.78519 -1.18430 -6.04305 0.015 0.088 0.205
H -3.97282 1.07652 -5.49495 -0.109 -0.017 0.159
H -7.86525 0.38183 -0.77406 0.408 -0.111 -0.034
H 4.15488 0.95652 2.01622 -0.041 -0.040 0.252
H 3.11197 7.92345 2.34488 0.057 -0.241 0.115
H -4.61630 -1.38278 -5.66185 -0.096 0.051 0.182
H 1.55232 6.21886 6.00124 0.083 -0.086 -0.486
H -1.40515 -5.47587 0.66637 0.121 0.021 -0.170
H -4.07864 1.11422 2.31413 -0.069 -0.160 0.074
H 3.89110 5.65995 1.62324 -0.191 0.086 0.222
H -0.28565 -6.24278 -0.47884 -0.046 0.205 0.118
H 4.77060 -0.03217 -0.72388 -0.194 -0.039 -0.145
H -3.27265 -5.74024 -1.06663 0.151 0.034 -0.102
H 1.29196 -2.55475 -0.46981 0.100 0.167 -0.136
H 4.20776 1.25147 7.00902 0.112 0.013 -0.489
H -2.56099 1.68702 -0.03004 0.241 0.205 0.006
H -5.11980 -0.20691 2.91336 0.170 0.088 -0.016
H 1.26073 9.86334 5.81144 -0.029 -0.223 0.154
H 2.06929 -3.26321 -5.23030 -0.377 -0.126 0.230
H -6.89071 0.27533 -3.06714 0.127 -0.075 0.330
H 1.96247 0.22799 -5.59946 -0.080 -0.232 0.041
H -3.62606 -2.85846 0.66294 -0.082 0.069 0.132
H 3.12645 -0.97526 7.59602 0.234 -0.071 -0.139
H 4.90082 -0.80015 7.86796 -0.153 -0.157 -0.114
H 4.04744 3.30519 5.64585 0.059 -0.323 -0.106
H -2.14491 -6.44635 -2.24001 -0.095 0.147 0.035
H -4.98980 -2.30751 -4.19527 -0.075 0.141 -0.082
H -3.94825 1.87068 -3.90419 -0.110 -0.071 -0.137
H 2.13236 3.96597 5.19525 -0.038 0.297 -0.191
H -0.52102 0.45496 -5.41187 -0.012 -0.221 0.059
H -3.09653 -5.00334 -2.66956 0.079 -0.119 0.096
H -1.48757 -0.70472 -4.48277 0.145 -0.007 -0.128
```
Positions in Å, forces in eV/Å.

Net charge: +1
E_HOMO: -8.066 eV
Lowest unoccupied orbital energy: -4.947 eV


2.
DFT (the ωB97M-V functional and the def2-TZVPD basis) results for a cluster of 11 separate species, C50H55N11 in total at a distorted geometry.

Structure (XYZ):
```
116
Properties=species:S:1:pos:R:3:forces:R:3
N 2.71181 -3.80728 1.43141 -0.074 -0.855 0.690
N -3.62827 3.65157 4.24750 1.406 -0.110 0.695
N 3.51987 0.00522 4.03397 1.077 0.994 0.004
N 2.13390 -4.12098 -1.91598 -0.538 1.528 0.722
N -2.91932 0.79990 -4.03027 1.748 -0.318 -2.954
N -4.12387 1.08157 -1.25603 -1.536 -0.519 1.552
N -2.04231 -2.46794 0.06884 0.283 -1.507 0.604
N 0.91777 0.95852 -4.54156 1.459 0.907 0.264
N -0.30954 -0.22191 -0.17803 0.288 1.278 -0.262
N -0.15401 3.74528 -2.73520 0.173 -0.009 -0.547
N 7.73850 1.04686 2.08941 0.035 0.216 -0.831
C -2.81041 -4.65354 0.86613 0.790 1.878 0.288
C 1.50843 0.92560 -3.30044 -0.510 -0.290 0.060
C -1.38792 5.18492 -3.96421 0.720 -3.526 -0.768
C -1.99966 -3.83306 0.00423 -1.522 0.504 1.561
C -2.74032 1.11344 -5.39086 -0.519 -0.590 0.604
C -0.96095 3.81864 -3.80328 -2.048 0.617 -0.468
C -2.08102 0.04121 -6.02290 -1.247 3.003 -0.865
C 1.06843 -5.15617 -3.47722 -1.976 -1.821 -1.648
C 6.11905 2.57847 2.92393 -0.965 1.013 -0.321
C -2.24285 -0.38009 -3.83859 -1.241 -0.702 0.395
C -1.96383 1.85901 2.91303 -0.884 0.184 0.241
C 2.04033 -5.28420 -2.56488 1.838 -1.102 -0.347
C -4.11022 2.10465 -0.35301 -0.495 -0.701 -2.146
C -0.64645 5.89820 -3.04796 0.666 0.221 0.980
C 0.34243 -3.97012 -3.29049 1.616 0.905 0.785
C 2.69139 1.64207 -3.32984 -1.207 -0.947 1.631
C 0.78631 -0.23599 4.19879 1.082 0.574 1.015
C 1.04189 1.23540 0.85682 -0.504 -1.596 0.000
C 2.83136 2.14043 -4.59393 -0.679 0.055 -3.002
C -5.08299 2.29768 0.62003 0.495 -1.065 0.586
C 3.08631 -4.73842 3.65732 -1.139 -0.091 -2.496
C -1.46499 3.12661 3.23539 -1.443 -0.103 1.535
C 2.78256 1.11211 4.29105 -0.323 -1.828 -0.060
C -5.14829 0.18480 -1.11186 -0.060 0.942 -0.646
C -0.69369 1.03642 -0.63711 1.011 0.199 1.524
C 1.71954 1.71380 -5.38805 0.675 -0.087 1.706
C 0.85292 -4.73014 2.62685 -0.479 0.692 0.069
C -6.14362 0.25474 -0.14661 1.076 1.169 1.791
C -4.07327 2.43119 3.92346 1.001 -0.229 -0.155
C 5.20218 2.17580 1.96913 0.260 0.247 0.577
C 2.98560 -1.19316 3.88971 -1.086 1.429 0.326
C 1.59915 -1.33860 4.04745 0.075 -0.698 -0.495
C -3.61721 -2.59728 1.90016 1.100 -0.899 -0.198
C 1.10995 -3.30989 -2.33157 -0.607 0.762 0.148
C -2.76875 -1.89875 1.03792 -1.247 -0.528 -0.435
C 1.40795 1.02462 4.36771 -0.716 -0.487 -0.404
C 1.67440 -4.96651 3.68619 1.611 -0.394 1.803
C 0.12210 1.94661 0.03532 0.692 -0.148 0.061
C 7.34309 2.00861 2.94142 1.498 -1.243 -0.253
C -5.99547 1.25899 0.84749 -0.070 0.204 -1.451
C -2.30772 3.94880 4.05350 -0.979 -1.407 -1.705
C 1.40154 -4.14081 1.53438 1.944 0.703 -1.294
C -3.58328 -4.00065 1.85470 0.454 0.546 -0.808
C 5.58282 1.17766 1.09995 -0.317 0.326 -1.020
C 6.89075 0.70676 1.10196 -0.659 -0.172 2.089
C -3.27326 1.47711 3.29733 1.331 0.984 -0.375
C -1.81304 -0.88536 -5.06768 0.566 -1.207 2.436
C 3.55421 -4.16507 2.44491 -1.945 0.122 -0.002
C 0.74332 -0.11516 0.70501 -1.006 0.606 -0.293
C 0.10976 4.97642 -2.29532 0.224 1.827 0.548
H 1.03980 -1.00858 1.23444 0.374 0.148 -0.078
H -4.11411 -4.54991 2.61819 -0.160 -0.254 -0.164
H 0.83681 -5.87116 -4.25280 -0.077 -0.284 0.249
H -2.06700 5.52477 -4.73216 0.106 0.094 0.131
H 1.19117 -5.30340 4.59140 0.266 -0.320 0.258
H -1.96525 4.87310 4.49484 0.005 0.170 -0.175
H 0.88814 5.05391 -1.55067 -0.228 0.548 0.100
H -2.80816 -0.82022 1.07823 0.383 0.279 -0.166
H 4.58340 -3.89509 2.25975 0.202 -0.153 0.205
H -5.06477 2.14781 4.24444 -0.339 0.321 -0.123
H -1.26454 2.87199 -4.22532 -0.172 0.337 -0.387
H -5.28996 -0.54623 -1.89411 0.490 -0.199 -0.179
H -2.73666 -5.73020 0.90797 0.080 -0.036 -0.392
H 1.00376 0.42612 -2.48666 0.161 -0.062 -0.020
H -4.16876 -2.06959 2.66419 -0.105 0.002 -0.019
H 8.07831 2.30343 3.67553 0.118 -0.005 0.135
H 1.76792 1.56557 1.58502 0.002 0.376 -0.291
H -1.27575 -4.24372 -0.68403 -0.154 -0.132 -0.297
H 4.26158 2.70616 1.98873 -0.347 -0.423 -0.440
H -3.20110 2.01125 -5.77559 0.260 -0.039 -0.129
H 0.79279 1.90111 4.50818 0.017 0.104 0.149
H -3.61036 0.48921 3.02018 -0.263 -0.033 0.208
H 7.12080 -0.12075 0.44720 0.560 0.120 -0.161
H -0.50837 -3.64189 -3.86912 0.133 0.167 0.260
H -6.64727 1.27864 1.70841 -0.205 0.139 -0.035
H -0.45381 3.40435 2.97697 0.012 0.104 0.015
H 2.92455 -3.77379 -1.39211 -0.318 -0.295 0.317
H 1.39235 1.87116 -6.40520 0.352 0.109 0.080
H -3.27510 1.42207 -3.31864 -0.060 -0.306 0.157
H 3.65012 -2.00632 3.63753 -0.058 -0.002 0.187
H -5.02433 3.15127 1.27908 0.006 0.016 0.040
H 3.30340 2.03933 4.47914 0.182 0.041 -0.139
H 3.31955 1.80837 -2.46718 0.084 -0.061 -0.143
H 2.73327 -6.09376 -2.38920 0.016 0.137 -0.135
H 1.04570 -2.32770 -1.88707 -0.182 0.063 -0.163
H 5.89597 3.41384 3.57106 -0.060 -0.070 0.245
H -1.51789 1.24547 -1.30298 0.095 -0.448 -0.021
H 0.23968 2.90238 -2.34195 0.148 -0.029 -0.283
H 1.16956 -2.32847 4.00240 -0.095 -0.078 -0.056
H -0.72374 6.97543 -3.04361 0.494 -0.024 0.626
H -2.42241 -0.87621 -2.89623 0.561 -0.124 0.089
H 3.81281 -5.12777 4.35518 -0.324 0.293 0.472
H 4.90683 0.81199 0.34117 -0.159 -0.009 -0.060
H -6.97411 -0.42642 -0.03398 0.202 -0.319 -0.359
H -1.35531 1.14687 2.37547 0.205 0.029 -0.177
H -0.79837 -1.09130 -0.33714 -0.236 -0.233 -0.293
H 0.04609 0.49913 -4.76346 0.028 0.070 -0.120
H 0.79640 -3.93171 0.66462 -0.023 0.228 -0.173
H 0.21148 3.02224 -0.00226 -0.622 0.039 -0.425
H -1.32633 -1.83444 -5.23725 -0.019 0.031 0.214
H -0.22414 -4.80486 2.65455 -0.058 -0.439 0.249
H -0.27010 -0.37510 4.37505 -0.151 0.184 -0.276
H 3.73062 2.65002 -4.90709 -0.329 0.252 -0.383
H -1.83219 -0.01116 -7.07254 -0.102 0.063 0.061
H -3.35605 2.81413 -0.66004 0.136 0.456 0.775
```
Positions in Å, forces in eV/Å.

SMILES: c1cc[nH]c1.c1cc[nH]c1.c1cc[nH]c1.c1cc[nH]c1.c1cc[nH]c1.c1ccncc1.c1ccncc1.c1ccncc1.c1ccncc1.c1ccncc1.c1ccncc1
E_HOMO: -7.410 eV
Lowest unoccupied orbital energy: 0.128 eV


Number 1: E -2851.3533 a.u.. Number 2: E -2540.4534 a.u..